# 1
{"formula": "C40H60BN9Y", "method": "the ωB97M-V functional and the def2-TZVPD basis", "total_energy_ha": -2116.262421, "e_above_lowest_ev": 0.0000, "molar_mass_g_mol": 766.70, "total_charge": 1, "homo_ev": -9.76, "gap_ev": 8.2, "species": ["H", "H", "H", "H", "H", "H", "Y", "C", "C", "H", "H", "N", "H", "C", "C", "C", "H", "C", "C", "H", "H", "C", "C", "C", "C", "H", "C", "C", "H", "N", "C", "C", "C", "C", "C", "H", "H", "H", "C", "H", "C", "C", "H", "H", "C", "C", "H", "H", "C", "H", "C", "H", "H", "C", "C", "H", "H", "C", "H", "H", "H", "C", "N", "H", "H", "C", "H", "C", "H", "H", "H", "H", "N", "H", "C", "H", "C", "H", "C", "C", "H", "H", "H", "H", "H", "C", "C", "N", "H", "H", "B", "C", "C", "H", "N", "H", "C", "N", "H", "H", "H", "H", "H", "H", "H", "N", "H", "H", "N", "H", "H"], "coordinates": [[4.690, -3.252, -2.205], [-5.656, 1.578, -1.363], [0.084, -0.798, -3.216], [3.395, 0.615, 1.473], [1.674, 4.452, 4.784], [3.385, 0.155, 3.180], [0.118, 0.272, 0.008], [1.718, 2.023, -2.313], [1.216, -3.933, -0.351], [-1.296, 1.096, -3.358], [0.084, -5.415, 0.719], [-1.873, -0.446, -1.145], [-4.897, 0.247, -0.475], [3.127, 3.356, -0.917], [2.652, -2.268, -0.649], [-0.443, 1.759, -3.262], [-3.078, 1.904, -4.031], [-2.849, -0.203, -2.025], [-1.870, 2.085, 2.437], [-4.248, 0.930, 1.582], [-0.069, 0.282, 3.758], [-2.001, -2.591, 2.348], [-2.377, -2.364, -2.164], [4.506, -2.182, -2.284], [3.971, -1.587, -0.971], [-0.739, 2.691, -2.787], [2.478, 2.391, -3.413], [1.617, 2.601, 3.711], [1.251, 0.066, -4.231], [1.476, 0.528, 2.343], [-2.606, 1.101, 4.608], [1.444, 4.748, 2.666], [-3.076, 2.242, -1.292], [3.875, -0.075, -1.147], [0.572, -5.275, -0.242], [4.661, -1.534, 1.109], [0.715, -1.212, 3.229], [-5.556, -0.031, -2.085], [-2.332, -3.816, -2.494], [-3.129, -1.827, 4.063], [4.973, -1.928, 0.143], [0.881, -0.166, 3.493], [5.448, -1.697, -2.541], [-4.723, 2.267, -3.536], [2.537, -3.656, -0.619], [-2.548, -1.640, 3.179], [1.221, 4.733, 0.536], [4.839, 0.390, -0.936], [1.387, 2.746, 1.306], [1.542, -0.137, 4.366], [3.574, 3.226, -3.280], [-1.409, -3.697, -0.040], [4.760, 4.332, -1.874], [1.347, 4.136, 1.429], [-3.955, 1.494, -3.535], [-2.310, 3.054, 2.682], [1.337, -6.041, -0.351], [-3.161, -1.381, -2.719], [-3.085, 0.260, 5.108], [-4.761, 0.340, 3.161], [3.146, 0.380, -0.483], [-4.144, 1.081, 2.655], [1.250, 2.091, 0.062], [3.614, 0.200, -2.164], [3.315, -4.378, -0.785], [2.862, 0.040, 2.224], [-4.525, 2.071, 2.904], [-5.030, 0.691, -1.461], [3.808, -2.017, -3.106], [3.407, 3.730, 0.059], [5.942, -1.495, -0.101], [-3.168, 3.175, -1.847], [-1.468, -0.596, 1.527], [-1.311, -4.149, -2.678], [-2.673, 0.964, 3.083], [5.101, -3.005, 0.246], [2.006, 2.527, -1.038], [-2.629, -4.519, 1.645], [0.959, -0.144, -3.198], [1.492, 1.980, 2.475], [-2.742, -4.422, -1.687], [-2.014, 2.118, -1.078], [1.404, 5.826, 2.732], [1.716, 2.004, 4.607], [-0.067, 1.987, -4.266], [-2.074, -4.074, 2.468], [1.590, 3.982, 3.815], [-1.610, -1.799, -1.202], [-1.080, -4.519, 2.483], [-3.898, -1.518, -3.489], [-0.958, -2.600, -0.024], [-2.198, -0.402, 2.626], [-3.674, 1.071, -2.086], [-1.887, 2.010, 1.350], [0.599, 1.091, -2.468], [2.851, -1.013, 1.943], [3.899, 3.694, -2.013], [0.572, -2.759, -0.210], [4.164, 3.498, -4.142], [-2.574, -4.333, 3.399], [-3.589, 2.377, -0.342], [2.221, 2.010, -4.393], [1.770, -0.664, -2.700], [-0.841, 2.106, 2.787], [-3.128, 2.008, 4.914], [1.452, -1.708, -0.381], [-2.918, -4.001, -3.391], [-1.582, 1.178, 4.973], [-1.362, -1.953, 1.339], [-4.325, 0.661, -4.130], [-0.176, -5.429, -1.016]], "forces_ev_per_angstrom": [[0.0187, -0.0320, 0.0103], [-0.0195, 0.0284, -0.0006], [0.0244, 0.0121, -0.0044], [0.0301, 0.0052, -0.0605], [0.0078, 0.0288, 0.0412], [0.0123, -0.0051, -0.0250], [0.0563, -0.5128, -0.1089], [0.0370, -0.0947, -0.1002], [-0.0760, 0.0465, 0.0701], [-0.0081, 0.0102, -0.0021], [-0.0155, -0.0029, 0.0574], [-0.5213, -0.0481, -0.3010], [0.0114, 0.0039, 0.0654], [0.0726, 0.0582, 0.0405], [-0.0333, 0.1263, -0.0131], [-0.0396, 0.0573, -0.0435], [0.0648, 0.0104, -0.0297], [0.1042, 0.0275, 0.0974], [-0.0429, 0.0750, 0.0710], [-0.0123, 0.0013, -0.1135], [-0.0074, -0.0070, 0.0217], [-0.0379, -0.0581, -0.1543], [0.1325, -0.0817, 0.0559], [0.0101, 0.0284, 0.0088], [-0.0210, -0.0130, 0.0012], [-0.0173, 0.0250, 0.0201], [-0.0031, 0.0213, 0.0337], [-0.0919, -0.0448, -0.0180], [-0.0171, 0.0020, 0.0062], [-0.0642, 0.0720, -0.1973], [0.0003, 0.0024, -0.0003], [0.0136, -0.0264, 0.0436], [0.1430, -0.0398, 0.0492], [0.0070, -0.0275, 0.0810], [0.0722, 0.0007, 0.0008], [0.0432, 0.0092, -0.0132], [-0.0059, 0.0079, 0.0022], [-0.0169, -0.0194, -0.0020], [-0.0338, 0.0111, -0.0720], [-0.0314, -0.0106, 0.0556], [0.0071, 0.0052, 0.0226], [-0.0114, -0.0133, 0.0516], [0.0357, 0.0207, -0.0101], [-0.0168, 0.0307, 0.0022], [-0.0953, -0.0197, -0.0084], [0.1020, 0.0583, 0.0013], [0.0141, 0.0064, -0.0160], [0.0302, 0.0115, 0.0128], [0.0927, -0.0279, -0.1289], [-0.0244, -0.0150, -0.0198], [-0.0280, -0.0200, 0.0962], [-0.0021, -0.0154, 0.0026], [0.0457, 0.0292, 0.0004], [-0.0896, -0.0153, 0.0410], [0.0202, -0.0070, -0.0019], [-0.0125, -0.0084, 0.0200], [-0.0003, -0.0026, 0.0003], [0.0243, 0.0073, 0.0787], [-0.0238, -0.0071, 0.0124], [-0.0201, -0.0427, 0.0168], [-0.0223, -0.0070, 0.0672], [0.0119, -0.0173, 0.0080], [0.3686, 0.6934, -0.0893], [-0.0244, 0.0034, -0.0615], [0.0391, -0.0425, -0.0123], [0.0275, 0.0146, -0.0558], [-0.0264, 0.0486, 0.0198], [-0.0564, -0.0095, -0.0113], [-0.0425, 0.0053, -0.0286], [0.0054, -0.0278, -0.0215], [0.0625, 0.0129, -0.0063], [-0.0509, 0.0345, -0.0087], [-0.2074, -0.0467, 0.4553], [0.0570, -0.0093, -0.0097], [-0.0202, -0.0760, -0.0291], [-0.0110, -0.0465, 0.0026], [-0.0767, 0.0827, 0.1878], [-0.0216, -0.0078, -0.0257], [-0.0239, -0.0195, 0.0256], [0.1167, -0.0276, 0.0252], [-0.0297, -0.0224, 0.0446], [0.0491, -0.0179, -0.0019], [-0.0057, 0.0404, 0.0102], [0.0034, -0.0203, 0.0308], [-0.0308, 0.0097, 0.0380], [-0.0278, -0.0054, 0.0503], [-0.0052, 0.0191, -0.0781], [-0.0176, 0.0772, 0.0050], [0.0284, -0.0063, 0.0020], [-0.0519, -0.0062, -0.0535], [-0.0143, 0.0783, 0.0257], [0.0220, 0.0310, -0.0796], [0.0056, -0.0460, -0.0462], [0.0016, -0.0140, -0.2039], [0.1058, 0.0201, 0.2179], [-0.0212, 0.0240, 0.0369], [-0.0586, 0.0028, -0.0736], [0.0316, -0.0052, 0.0483], [0.0333, 0.0148, -0.0410], [-0.0059, -0.0142, 0.0074], [0.0033, -0.0199, 0.1120], [0.0012, -0.0269, -0.0299], [0.0043, 0.0147, -0.0163], [-0.0294, 0.0047, -0.0324], [0.0059, 0.0149, -0.0113], [0.1408, -0.2887, -0.1041], [-0.0035, -0.0082, -0.0057], [0.0687, -0.0432, -0.0002], [-0.0450, 0.0440, 0.0376], [-0.0167, -0.0314, -0.0195], [-0.0396, -0.0005, -0.0482]]}

# 2
{"formula": "C40H60N6P2SSiTl", "method": "the ωB97M-V functional and the def2-TZVPD basis", "total_energy_ha": -3431.610725, "e_above_lowest_ev": 0.5071, "molar_mass_g_mol": 951.45, "total_charge": -1, "homo_ev": -3.83, "gap_ev": 6.1, "species": ["H", "H", "P", "H", "P", "C", "C", "C", "H", "H", "H", "C", "H", "H", "H", "H", "H", "C", "H", "H", "H", "C", "N", "C", "N", "H", "C", "H", "H", "H", "H", "H", "H", "H", "H", "H", "H", "H", "H", "C", "C", "C", "H", "H", "C", "N", "H", "H", "H", "C", "C", "C", "N", "H", "H", "H", "C", "C", "C", "H", "H", "C", "H", "N", "C", "H", "C", "H", "H", "C", "C", "C", "H", "H", "Tl", "H", "H", "C", "H", "H", "N", "H", "H", "Si", "H", "C", "C", "H", "C", "C", "H", "H", "C", "C", "C", "C", "H", "C", "H", "H", "C", "C", "S", "H", "C", "H", "H", "H", "C", "C", "C"], "coordinates": [[-1.930, 1.969, 6.960], [-3.730, 0.535, 4.947], [0.668, 0.780, 3.259], [-2.731, 3.356, 4.856], [-2.119, -1.159, -2.780], [2.519, 0.503, 5.649], [-0.283, 3.074, -3.823], [1.677, -2.644, -3.132], [0.138, -2.090, -4.500], [2.374, -2.949, -3.927], [-4.717, -0.507, -4.065], [3.914, 2.961, 4.510], [-0.384, -0.222, -5.022], [-4.417, -3.524, -4.557], [4.980, 1.155, 4.899], [-2.584, 0.393, 7.192], [4.032, 3.992, 4.920], [-2.031, 1.621, -2.581], [5.329, -0.838, 0.688], [2.967, 1.872, -2.753], [1.230, -1.420, 5.051], [-1.846, 1.876, 3.628], [6.006, -1.132, -3.130], [-0.515, 0.597, -4.268], [2.691, 1.093, -2.209], [-4.411, -2.660, -2.988], [-5.010, -1.381, -4.673], [3.008, 0.699, 3.536], [-1.232, -1.953, -5.755], [-0.940, 2.308, -5.769], [-0.458, -4.854, 3.058], [2.130, 2.989, 3.351], [2.243, 0.394, -2.736], [-2.924, -1.897, 0.064], [-1.431, 1.322, -1.704], [5.415, 2.513, 6.072], [-2.999, -1.151, -7.406], [0.675, -3.834, 5.137], [-3.398, -0.291, 0.033], [-1.867, 0.534, -3.582], [-0.294, 2.009, -4.933], [-3.452, 1.380, 5.556], [-3.007, 1.660, -2.231], [4.536, 0.230, -2.395], [-2.722, -0.973, 0.547], [3.910, 0.579, -1.708], [-0.247, 0.135, 6.106], [-2.132, 0.933, 3.199], [-1.558, 2.542, 2.837], [1.139, -2.402, -0.777], [-4.196, -2.549, -4.053], [4.632, 1.993, 5.470], [4.877, -1.220, -5.366], [-1.385, 3.688, -2.154], [-0.048, 4.067, -4.206], [1.534, -2.605, 0.262], [0.753, -1.925, 4.182], [3.530, 1.373, 6.442], [-2.241, 1.051, 6.419], [1.821, 3.047, 5.069], [-2.373, 3.529, -3.545], [-0.210, -1.651, 1.998], [3.017, 2.267, 6.842], [2.664, -0.020, -5.602], [-0.465, -1.755, -2.354], [-2.624, 0.629, -4.339], [-0.090, -1.829, -1.013], [-4.316, 1.849, 6.030], [-3.768, 2.503, 3.725], [3.689, -0.553, -5.373], [-1.550, 3.063, -3.051], [-2.691, -2.349, -4.103], [0.434, 0.412, -3.611], [4.048, 0.855, 7.244], [0.184, 1.862, 0.388], [-2.151, -3.250, -3.791], [-0.944, -3.600, 1.169], [-0.194, -3.798, 3.109], [0.545, 2.839, -3.191], [0.667, 1.926, -5.389], [5.120, -0.534, -0.232], [-2.556, -3.073, -6.104], [-2.814, -0.006, -6.109], [-0.858, -0.749, 0.414], [2.970, -3.297, -1.589], [0.443, -2.143, -3.413], [2.002, -2.797, -1.800], [-1.687, -0.379, 5.051], [2.241, 1.085, 4.240], [-2.972, 2.391, 4.435], [-0.246, 2.312, 5.034], [2.792, -0.548, 5.586], [-1.100, 0.445, 5.562], [2.445, 2.607, 4.313], [-2.313, -2.122, -5.586], [-0.473, -3.032, 1.992], [-4.776, -2.279, -6.550], [5.495, -1.182, -4.175], [-3.080, -1.067, 1.616], [-5.137, -0.543, -6.710], [-3.117, -1.037, -6.281], [0.350, -1.047, 3.191], [3.002, 0.544, 0.803], [1.582, 0.560, 6.213], [4.031, 0.184, -0.434], [4.365, 3.046, 3.595], [-6.096, -1.460, -4.546], [5.856, -0.747, -0.958], [0.421, -3.267, 4.206], [-4.601, -1.283, -6.095], [-0.655, 1.444, 4.475]], "forces_ev_per_angstrom": [[0.0565, -0.2626, -0.3310], [-0.5139, -0.7381, 0.2673], [-0.3320, 0.0432, 0.8976], [0.0309, 0.4328, 0.2642], [-1.1686, 0.6411, 0.3868], [-0.5718, 0.6096, 0.3207], [0.2291, -0.4807, -1.4916], [0.6125, -0.2986, -0.2882], [0.3205, 0.0411, 1.6522], [-0.3681, 0.2274, 0.3964], [-0.1067, 0.1051, -0.4077], [-0.5494, 0.9521, 2.8492], [-0.3310, 0.9406, 0.4045], [-0.1077, 0.6983, 0.2455], [0.9202, -0.3709, -0.2228], [0.1712, -0.7707, 0.5519], [-0.4401, -0.5108, -0.0527], [2.6908, 1.2748, 0.4396], [-0.0873, -0.0460, 0.6499], [-0.2691, 0.7616, -0.9059], [-0.4304, -1.0251, -0.5625], [1.1896, -1.0508, 0.7434], [0.3254, -0.0963, 0.0589], [1.5766, 0.5845, -1.0279], [1.0804, 0.3948, 2.0288], [-0.5056, -0.1143, -0.0461], [0.5693, -0.1927, 1.5643], [-0.2287, 0.1593, 0.3071], [-0.6090, -0.1512, 0.1713], [-0.5256, -0.4488, 0.3550], [0.0617, 0.0910, 0.2408], [-0.2032, 0.4998, -0.2229], [-0.5591, -0.9315, -1.0497], [-0.3298, -1.1877, -0.3083], [-0.0616, 0.2348, -0.1672], [-0.3576, -0.6305, -0.6510], [0.3486, 0.0861, 1.1129], [-0.2954, 0.2744, -1.1384], [0.3519, 0.3766, 0.0089], [1.1240, -1.3996, -0.3359], [0.2117, -0.5425, 0.5971], [1.4160, 1.7789, -1.9073], [-2.0252, 0.2047, 0.6331], [0.8083, -0.6126, -0.4159], [-0.8592, 0.1958, 1.3558], [-1.6275, 0.6491, 0.1139], [0.4027, -0.7467, 0.7122], [-0.5854, -0.4969, -0.8553], [0.1665, 0.4276, -0.3985], [2.3684, -1.1138, 1.1794], [-0.6410, -0.7916, 0.5844], [-1.5028, -0.0706, 0.9808], [-0.6717, 0.8019, 1.5582], [-0.2554, -0.3359, -0.0626], [-0.1956, 0.1374, -0.1969], [-0.6846, 0.5446, -1.1435], [0.0829, 1.5037, 1.7026], [0.9402, 1.2292, -1.3204], [0.0262, 0.8848, 0.4347], [-0.3690, 0.1870, 0.4356], [-0.5774, 0.3629, -0.8662], [-0.5127, 0.4399, 0.1754], [0.0252, -0.5826, 0.2542], [1.4062, -0.7136, 0.7148], [0.8722, -0.1690, -2.0834], [-0.4070, -0.0050, -0.3793], [-0.6370, 0.8107, 0.3030], [0.1307, -0.4165, 0.3880], [-0.8389, 0.4706, -0.1713], [0.1087, -0.1854, -0.9537], [-0.6210, -0.8577, 2.0292], [0.9736, 0.6920, -1.0819], [-2.0761, 0.4970, -0.6887], [-0.2729, -0.2366, 0.1684], [0.2862, 0.0421, -0.0526], [-0.3517, -0.1458, 0.0754], [0.3388, 0.8969, 0.1180], [-0.3302, -1.2239, -0.4442], [0.6161, -0.2841, 0.7930], [0.9530, 0.1652, -0.3189], [2.6720, -1.1284, -0.7273], [0.1258, 0.2976, 0.1052], [0.0306, -0.0786, 0.4382], [0.8491, 0.3790, 0.1056], [-0.6726, 0.5140, 0.2199], [-2.0114, 0.2344, -0.4950], [0.8931, -0.6685, 0.6299], [1.4065, 0.2003, 0.4450], [0.7140, -0.3259, -0.1888], [-1.1113, -0.4510, 0.8394], [0.1262, -0.2575, -0.5367], [0.3690, 0.0822, 0.1112], [-2.7408, 0.4309, -1.4299], [0.1791, -0.4756, -0.9326], [0.7533, -0.1025, -0.2008], [-0.0152, 0.0874, 0.4830], [-0.2258, 0.3988, 0.0183], [-1.1791, 0.2119, -1.2689], [0.5122, 0.1523, -0.9377], [-0.1774, -0.1798, 0.3959], [-0.0452, -0.4617, -2.1403], [-0.0671, -0.9760, -2.0051], [-0.9077, 0.2271, 0.9622], [0.1305, -0.2253, 0.0520], [0.1442, 0.1525, -1.2985], [1.3378, -0.2815, -2.4064], [0.1947, -0.3871, 0.0139], [-1.5518, 0.3969, 0.6324], [0.9083, 0.0282, 1.5073], [-0.0997, 0.1542, -1.3136], [0.6599, -0.0612, 0.2482]]}